Density functional theory data (wB97M-V/def2-TZVPD) for a 10-piece molecular cluster, C18H50N6O24S4 overall.

The calculation puts the HOMO energy at -0.3978 Eh. Its structure (SMILES) is CCOS(C)(=O)=O.CCOS(C)(=O)=O.CCOS(C)(=O)=O.CCOS(C)(=O)=O.C[N+](=O)[O-].C[N+](=O)[O-].C[N+](=O)[O-].C[N+](=O)[O-].C[N+](=O)[O-].C[N+](=O)[O-]. Its frontier orbital gap is 10.1 eV. As for the total energy: -4442.24752 a.u. The calculation puts the energy above the lowest of the compared OMol25 structures with the same formula, charge and spin at 0.00 kcal/mol. The strongest force on any atom is 0.039 hartree/bohr.

```
! wB97M-V def2-TZVPD RIJCOSX def2/J DEFGRID3
* xyz 0 1
C 0.1446 1.1374 -1.5009
N 0.2945 0.1338 -0.4051
O 0.9011 -0.8854 -0.6587
O -0.2407 0.4000 0.6361
H -0.2219 0.5686 -2.3530
H 1.1042 1.6059 -1.6956
H -0.6359 1.8481 -1.2451
C 0.8880 -1.8389 -5.0305
N -0.4422 -1.2078 -5.3479
O -0.6654 -0.1599 -4.7630
O -1.2592 -1.7857 -6.0196
H 0.7330 -2.2505 -4.0391
H 1.5933 -1.0190 -4.9860
H 1.0278 -2.5214 -5.8630
C -0.7901 4.8850 -1.1675
N -2.2321 4.5965 -1.3690
O -2.8864 5.3430 -2.0620
O -2.6291 3.4960 -1.0030
H -0.5161 4.7294 -0.1264
H -0.5628 5.9120 -1.4310
H -0.2970 4.1887 -1.8405
C 4.5655 -1.1750 -1.1557
N 3.7213 -0.4514 -2.1430
O 3.0287 -1.1400 -2.8805
O 3.7474 0.7650 -2.1769
H 4.0219 -1.9838 -0.6864
H 4.8735 -0.4302 -0.4278
H 5.3906 -1.5020 -1.7875
C -3.0755 1.6492 -3.6279
N -2.1719 2.6244 -4.2861
O -1.0441 2.7809 -3.8611
O -2.5906 3.1481 -5.2925
H -3.1334 0.7367 -4.2078
H -4.0367 2.1384 -3.4897
H -2.7057 1.4943 -2.6172
C 4.5381 4.1215 -2.6697
N 3.1485 4.5519 -2.4270
O 2.8953 5.7414 -2.5274
O 2.2993 3.7013 -2.2332
H 4.6087 3.8273 -3.7123
H 4.7963 3.3208 -1.9836
H 5.2240 4.9413 -2.4774
O 3.7944 -6.0089 -1.1597
S 3.1870 -5.1767 -0.1724
O 2.6429 -5.6576 1.0715
O 4.3040 -4.0484 0.2135
C 5.5997 -4.6195 0.5988
C 6.2591 -3.5473 1.4357
C 1.9447 -4.1136 -0.9165
H 6.1626 -4.7629 -0.3219
H 5.4299 -5.5516 1.1337
H 6.3763 -2.6665 0.7916
H 7.2491 -3.8372 1.7745
H 5.5557 -3.1633 2.1712
H 1.3742 -3.5362 -0.1947
H 1.2804 -4.7924 -1.4510
H 2.4091 -3.4334 -1.6306
O -0.7964 4.4646 2.7130
S -0.9754 3.5254 3.7970
O -0.8183 3.8717 5.1753
O -2.4952 2.9270 3.6203
C -2.9063 2.6266 2.2956
C -4.1789 3.3510 1.9090
C 0.0244 2.0632 3.4734
H -3.0373 1.5411 2.2335
H -2.2101 2.8739 1.4880
H -4.4123 3.1215 0.8701
H -4.0015 4.4299 1.9620
H -5.0159 3.1764 2.5856
H 1.0617 2.3984 3.4554
H -0.3059 1.6048 2.5480
H 0.0057 1.3257 4.2725
O -7.5113 -0.1878 0.3799
S -7.0144 -0.5215 1.6785
O -7.4319 -1.7451 2.3234
O -5.3925 -0.5130 1.6493
C -4.8038 -1.4111 0.6767
C -3.3541 -1.0456 0.4980
C -7.2300 0.8476 2.8324
H -5.3492 -1.2766 -0.2564
H -4.9148 -2.4215 1.0677
H -3.2196 -0.0495 0.0604
H -2.9186 -1.6535 -0.3027
H -2.6890 -1.0618 1.3572
H -6.5501 1.6521 2.5798
H -6.9338 0.3822 3.7713
H -8.2879 1.0855 2.8230
O 0.3106 -2.7887 4.3309
S -0.0880 -2.0629 3.1482
O -1.0516 -1.0009 3.2656
O 1.2281 -1.5341 2.3758
C 2.3912 -2.3611 2.4543
C 3.2689 -1.8831 3.6070
C -0.6589 -3.2628 1.8836
H 2.9169 -2.3832 1.5043
H 2.1537 -3.3996 2.7039
H 2.7910 -2.0146 4.5757
H 3.4890 -0.8254 3.4449
H 4.2043 -2.4388 3.6829
H -1.6566 -3.6270 2.1225
H -0.0351 -4.1432 2.0436
H -0.5784 -2.7769 0.9177
*
```